No. 1
ORCA calculation (the ωB97M-V functional and the def2-TZVPD basis) on a structure of composition C40H53BGaN12O2.

Summary:
Lowest unoccupied orbital energy (spin up / spin down) (hartree): -0.192 / -0.289
HOMO (spin up / spin down) (eV): -12.55 / -12.55
DFT total energy (eV): -117357.4177
2S+1: 2
Orbital gap (spin up / spin down) (Ha): 0.2692 / 0.1716
Energy above the lowest of the compared OMol25 structures with the same formula, charge and spin (kcal/mol): 0.0
Expectation value of S²: 0.787
Charge: +2

Last column: Löwdin spin population.
Positions of all 109 atoms, in Å:
Ga 1.42344 -13.63300 -16.28700  0.015
C 5.01122 -15.34718 -12.07901  0.000
C 3.56756 -15.81083 -12.00409  0.000
C 2.99951 -16.92952 -11.32157  0.000
C 1.67817 -16.94963 -11.77762  0.000
N 1.45613 -15.79981 -12.48906  0.000
N 2.60589 -15.09607 -12.63480  0.000
B 0.17347 -15.52719 -13.29859  0.000
N -0.03992 -14.03396 -13.58564  0.000
C -0.61777 -13.10969 -12.72712  0.000
C 0.10362 -11.93144 -12.75610  0.000
C 1.18803 -12.14926 -13.65480  0.000
C 2.47593 -11.44147 -13.72887  0.001
N 0.93981 -13.35806 -14.29890  -0.003
N 0.04984 -16.29973 -14.68633  0.000
C -0.66360 -17.40216 -14.97705  0.000
C -0.46957 -17.77491 -16.30765  0.000
C 0.51907 -16.90595 -16.78493  0.000
C 1.04303 -16.80291 -18.17200  0.000
N 0.81935 -15.99069 -15.79318  0.000
N -0.97882 -16.14843 -12.31458  0.000
C -1.03075 -16.31655 -10.95146  0.000
C -2.35168 -16.23966 -10.51207  0.000
C -3.06248 -15.96989 -11.71586  0.000
C -4.49338 -15.69604 -11.95730  0.000
N -2.26070 -15.99685 -12.77380  0.000
H 5.69830 -16.20294 -12.05590  0.000
H 5.20509 -14.79655 -12.97623  0.000
H 5.24191 -14.71111 -11.19427  0.000
H 3.54573 -17.60978 -10.69662  0.000
H 0.97047 -17.73605 -11.65570  0.000
H -1.47948 -13.29557 -12.13256  0.000
H -0.03995 -11.05242 -12.15161  0.000
H 3.27919 -12.04581 -13.26027  0.000
H 2.79219 -11.22392 -14.78388  0.001
H 2.35211 -10.50303 -13.18985  0.000
H -1.29044 -17.84947 -14.24361  0.000
H -0.98776 -18.53938 -16.89032  0.000
H 1.51416 -17.78266 -18.49456  0.000
H 0.17662 -16.64835 -18.88440  0.000
H 1.77526 -16.00932 -18.28158  0.000
H -0.14560 -16.48685 -10.37621  0.000
H -2.75045 -16.36637 -9.50467  0.000
H -5.06787 -15.91559 -11.01742  0.000
H -4.69452 -14.61815 -12.18854  0.000
H -4.80055 -16.27354 -12.86683  0.000
C -4.81413 -13.95614 -18.94323  0.000
N -3.53699 -14.04225 -18.23005  0.000
C -2.20769 -13.97366 -18.87342  0.000
C -1.35955 -13.85176 -17.60553  0.000
O -0.08493 -13.76811 -17.69085  0.005
N -2.08466 -13.94602 -16.49043  0.000
C -3.38124 -14.02863 -16.88259  0.000
N -4.36992 -13.92561 -15.95475  0.000
H -4.70371 -14.35045 -19.98045  0.000
H -5.14937 -12.89083 -19.04972  0.000
H -5.60503 -14.54164 -18.42263  0.000
H -2.06813 -13.11430 -19.51898  0.000
H -1.99212 -14.92030 -19.41782  0.000
H -4.05236 -13.93244 -14.99508  0.000
H -5.35874 -13.85634 -16.21102  0.000
C 6.41770 -10.76582 -19.52167  -0.005
C 5.75854 -11.31091 -18.28759  0.009
C 6.43429 -11.31823 -17.06262  0.213
C 5.88625 -11.87607 -15.88811  0.008
C 6.67933 -11.91583 -14.62036  -0.005
C 4.56900 -12.30588 -15.95215  0.110
C 3.75378 -12.04165 -17.09735  0.099
C 4.43807 -11.73760 -18.32288  0.136
N 2.39209 -12.03607 -17.03064  0.328
C 1.62474 -10.92397 -17.62679  0.025
C 2.42321 -9.59851 -17.61155  0.011
C 1.18693 -11.20627 -19.07808  0.019
C 0.34505 -10.70228 -16.79265  0.008
H 7.50839 -10.75864 -19.38110  -0.001
H 6.06221 -9.71645 -19.72696  -0.002
H 6.10974 -11.38236 -20.39275  -0.001
H 7.42858 -10.85410 -17.06475  0.009
H 7.02057 -10.89538 -14.32976  -0.002
H 7.65091 -12.44961 -14.68334  -0.001
H 6.09950 -12.31136 -13.78187  0.000
H 4.18579 -12.80534 -15.04549  0.002
H 3.82948 -11.82691 -19.23085  0.004
H 3.25217 -9.60232 -18.35810  0.003
H 2.82809 -9.40851 -16.59296  0.000
H 1.69499 -8.80160 -17.91452  0.000
H 2.06071 -11.11302 -19.75838  0.000
H 0.41520 -10.39643 -19.37571  0.002
H 0.74349 -12.20194 -19.15177  0.000
H -0.40617 -11.52273 -16.78341  0.000
H -0.11628 -9.79363 -17.22929  0.002
H 0.59296 -10.51029 -15.73532  0.000
C 4.16054 -16.48357 -15.94397  0.000
C 4.20386 -15.57123 -17.12631  0.002
O 3.26283 -14.78608 -17.42802  0.008
C 5.39042 -15.76159 -17.98977  0.000
C 6.38027 -16.68032 -17.59035  0.000
C 7.60991 -16.70669 -18.22193  0.000
C 7.92243 -15.81884 -19.25246  0.000
C 6.90058 -15.05298 -19.77365  0.000
C 5.67667 -15.00637 -19.15107  0.001
H 3.25603 -16.30824 -15.35686  0.000
H 5.07838 -16.35531 -15.31222  0.000
H 4.12949 -17.54196 -16.25499  0.000
H 6.20998 -17.42010 -16.78889  0.000
H 8.38695 -17.32836 -17.80398  0.000
H 8.94886 -15.76673 -19.61805  0.000
H 7.04250 -14.48811 -20.69989  0.000
H 4.90553 -14.32835 -19.52017  0.001

Cartesian forces (eV/Å) of the 3 atoms listed first:
Ga -1.2 -2.0 0.7
C -0.5 -0.4 1.6
C -0.9 0.9 0.0

***

No. 2
ORCA calculation (the ωB97M-V functional and the def2-TZVPD basis) on a cluster of 12 separate species, C40H53N10O5P in total.

Summary:
Lowest unoccupied orbital energy (hartree): 0.160
HOMO (eV): -3.32
DFT total energy (eV): -76757.5673
2S+1: 1
Orbital gap (Ha): 0.2816
Energy above the lowest of the compared OMol25 structures with the same formula, charge and spin (kcal/mol): 27.3
Charge: -2

Last column: Löwdin charge in e.
Positions of all 109 atoms, in Å:
O -38.29482 7.72954 -40.87993  0.147
H -38.58857 7.24288 -41.72046  0.112
H -37.77046 6.90854 -40.45022  0.144
H -39.08179 7.65991 -40.27132  0.074
P -39.39645 5.23883 -39.01001  0.215
O -40.06252 4.63718 -40.16418  -0.280
O -39.77540 6.78051 -39.14535  -0.388
O -37.97655 5.68574 -39.26041  -0.351
O -39.60764 4.86213 -37.57969  -0.308
N -40.94394 5.06284 -35.54857  -0.035
C -40.45444 4.42614 -34.36934  -0.120
C -41.29025 4.95209 -33.37866  -0.106
C -42.27766 5.95014 -34.00555  -0.053
C -41.92188 5.88208 -35.39794  -0.204
H -40.58426 5.17173 -36.59033  0.087
H -39.61007 3.81474 -34.51196  0.076
H -41.30912 4.55065 -32.27547  0.096
H -42.87474 6.52631 -33.50423  -0.012
H -42.36782 6.59598 -36.10611  0.105
N -40.21097 2.31080 -41.32547  -0.021
C -41.07964 1.36680 -40.74056  -0.182
C -41.39957 0.46488 -41.72230  -0.116
C -40.62836 0.94134 -43.02021  -0.108
C -39.94305 2.06962 -42.61162  -0.241
H -40.11462 3.42424 -40.89194  0.119
H -41.62795 1.44572 -39.77475  0.116
H -42.05266 -0.43328 -41.59120  0.075
H -40.60987 0.29700 -44.07018  0.107
H -39.38296 2.79588 -43.14182  0.061
N -40.00952 2.27725 -37.21696  -0.002
C -39.27098 1.34373 -38.00696  -0.158
C -39.74862 0.07837 -37.76085  -0.050
C -41.13151 0.28732 -36.81649  -0.047
C -41.04529 1.64364 -36.56241  -0.208
H -39.86977 3.32061 -37.20458  0.064
H -38.32337 1.73936 -38.44226  0.102
H -39.30414 -0.75849 -38.09825  0.014
H -41.92726 -0.40998 -36.58522  0.044
H -41.59920 2.30880 -35.73947  0.138
N -42.64626 4.40275 -40.20262  0.024
C -43.35805 3.75942 -41.18671  -0.145
C -44.67771 3.93232 -40.84707  -0.097
C -44.67600 4.77226 -39.63003  -0.124
C -43.42845 4.94517 -39.21887  -0.159
H -41.61559 4.49672 -40.23927  0.062
H -43.13539 3.07329 -42.02741  0.117
H -45.36436 3.43474 -41.39117  0.031
H -45.51939 5.19709 -39.05485  0.091
H -43.05480 5.38216 -38.32299  0.101
N -36.23433 3.83642 -39.63934  -0.011
C -36.44232 2.66868 -40.34199  -0.176
C -35.38963 1.75971 -40.10760  -0.060
C -34.40872 2.50561 -39.08040  -0.057
C -35.06124 3.73182 -38.84723  -0.149
H -36.91961 4.60671 -39.69840  0.041
H -37.21364 2.92172 -41.14494  0.108
H -35.26026 0.82738 -40.51805  0.021
H -33.54225 2.21074 -38.54623  0.044
H -34.90076 4.42074 -37.99542  0.111
N -42.00088 8.13704 -38.98377  0.000
C -43.14813 8.05778 -39.82070  -0.187
C -44.08707 8.87868 -39.33946  -0.116
C -43.45372 9.50025 -38.10376  -0.148
C -42.29211 8.91013 -37.85249  -0.184
H -41.05957 7.53500 -38.98250  0.082
H -42.99755 7.68828 -40.84081  0.097
H -45.08115 9.19596 -39.71609  0.081
H -43.85977 10.28567 -37.44018  0.075
H -41.45980 8.90914 -37.03393  0.125
N -35.95450 7.02862 -39.03509  -0.034
C -35.70717 7.88081 -38.05168  -0.169
C -34.40231 8.42220 -38.23774  -0.083
C -33.99976 7.91580 -39.58287  -0.102
C -35.00845 7.10783 -40.04310  -0.135
H -36.68215 6.29932 -38.91832  0.046
H -36.53413 7.97170 -37.16426  0.150
H -34.02850 9.23180 -37.50888  0.094
H -33.16577 8.25109 -39.97962  0.014
H -35.26187 6.50341 -40.86489  0.088
N -39.58841 5.49932 -42.38055  -0.038
C -38.61406 5.33598 -43.21903  -0.251
C -38.61527 6.24617 -44.23272  -0.077
C -39.92493 7.01564 -43.93199  -0.096
C -40.43560 6.55479 -42.73954  -0.151
H -39.76000 5.20046 -41.38746  0.025
H -37.73205 4.49674 -42.83935  0.184
H -37.88775 6.44643 -45.05456  0.086
H -40.61706 7.78852 -44.50859  0.119
H -41.49981 6.55037 -42.43027  0.122
N -38.90228 8.40860 -37.51529  0.004
C -39.14848 8.36105 -36.16567  -0.182
C -38.61926 9.49950 -35.49165  -0.044
C -37.95926 10.25491 -36.66556  -0.141
C -38.23341 9.69232 -37.89967  -0.095
H -39.07787 7.64495 -38.25435  0.038
H -39.53873 7.51561 -35.88529  0.030
H -38.50609 9.74266 -34.50424  0.030
H -37.41342 11.28923 -36.45712  0.103
H -38.16460 9.71798 -38.93617  0.069
N -37.53796 4.61863 -35.95961  0.003
C -37.45161 5.52791 -34.90468  -0.110
C -36.65622 4.93397 -33.95821  -0.059
C -36.30458 3.62198 -34.51623  -0.095
C -36.87391 3.35758 -35.76433  -0.048
H -38.32422 4.75664 -36.69874  0.083
H -37.85234 6.50138 -35.05490  0.079
H -36.40399 5.24166 -33.16157  -0.031
H -35.92649 2.99099 -33.87468  0.015
H -36.84776 2.59946 -36.42401  0.052

Cartesian forces (eV/Å) of the 3 atoms listed first:
O 1.8 -2.0 -1.8
H -0.1 1.2 0.7
H -0.8 1.1 0.4